(1)
{"formula": "C24H41CsNO11P3S", "method": "wB97M-V/def2-TZVPD", "multiplicity": 1, "e_homo_ha": -0.1118, "charge": -2, "lumo_ev": 3.626, "homo_lumo_gap_ev": 6.667, "de_lowest_kcal_mol": 43.75, "max_force_ev_per_a": 3.23, "energy_ev": -88828.2044, "symbols": ["Cs", "O", "P", "O", "O", "O", "P", "O", "O", "O", "H", "H", "O", "P", "C", "C", "C", "C", "C", "C", "C", "C", "C", "C", "C", "C", "C", "C", "C", "C", "C", "C", "H", "H", "H", "H", "H", "H", "H", "H", "H", "H", "H", "H", "H", "H", "H", "H", "H", "H", "H", "H", "H", "H", "H", "H", "H", "H", "H", "H", "H", "H", "H", "H", "H", "N", "C", "C", "C", "C", "C", "C", "S", "O", "O", "O", "H", "H", "H", "H", "H", "H"], "positions_angstrom": [[-0.84, -2.40, 2.53], [2.60, -4.94, 4.25], [1.00, -4.63, 4.13], [0.28, -5.45, 5.14], [0.88, -3.14, 4.08], [0.72, -5.23, 2.65], [-0.84, -5.71, 2.26], [-0.98, -7.00, 3.21], [-1.71, -4.60, 2.77], [-0.84, -6.09, 0.84], [2.70, -5.87, 4.46], [-0.73, -6.71, 4.11], [-1.16, -0.28, 1.43], [-0.93, 0.39, 0.10], [-2.55, 0.29, -0.77], [-2.66, 0.58, -2.27], [-4.13, 0.81, -2.65], [-4.68, 2.08, -1.98], [-4.00, 2.35, -0.64], [-3.62, 1.05, 0.05], [0.35, -0.53, -0.83], [-0.15, -1.92, -1.29], [0.93, -2.57, -2.15], [1.10, -1.82, -3.48], [0.78, -0.32, -3.34], [1.13, 0.20, -1.95], [-0.31, 2.10, 0.35], [-0.90, 2.67, 1.65], [-0.12, 3.91, 2.11], [0.29, 4.82, 0.94], [-0.62, 4.57, -0.26], [-0.39, 3.15, -0.80], [-2.74, -0.78, -0.64], [-2.26, -0.25, -2.84], [-2.08, 1.46, -2.57], [-4.71, -0.06, -2.32], [-4.24, 0.86, -3.73], [-5.76, 1.96, -1.83], [-4.55, 2.94, -2.65], [-4.65, 2.95, 0.00], [-3.09, 2.95, -0.79], [-4.52, 0.42, 0.14], [-3.28, 1.21, 1.07], [1.05, -0.71, -0.01], [-1.07, -1.83, -1.87], [-0.37, -2.56, -0.44], [0.69, -3.62, -2.33], [1.87, -2.55, -1.59], [0.45, -2.26, -4.24], [2.13, -1.94, -3.84], [-0.27, -0.14, -3.56], [1.35, 0.25, -4.09], [1.00, 1.27, -1.90], [2.19, 0.04, -1.78], [0.76, 1.92, 0.54], [-0.89, 1.91, 2.43], [-1.95, 2.94, 1.48], [0.77, 3.60, 2.65], [-0.74, 4.47, 2.82], [1.31, 4.58, 0.63], [0.28, 5.87, 1.24], [-0.42, 5.29, -1.06], [-1.67, 4.71, 0.03], [0.57, 3.16, -1.31], [-1.16, 2.91, -1.52], [2.69, -2.78, 1.70], [3.10, -1.55, 1.26], [2.64, -0.38, 1.91], [2.83, 0.86, 1.32], [3.49, 0.99, 0.11], [4.03, -0.15, -0.48], [3.84, -1.40, 0.09], [3.53, 2.57, -0.72], [2.12, 2.88, -0.94], [4.27, 2.33, -1.96], [4.17, 3.49, 0.20], [3.09, -3.60, 1.29], [2.30, -2.90, 2.63], [2.08, -0.48, 2.83], [2.43, 1.74, 1.80], [4.55, -0.04, -1.42], [4.21, -2.29, -0.41]]}

---

(2)
{"formula": "C24H41HgO21S3", "method": "wB97M-V/def2-TZVPD", "multiplicity": 1, "e_homo_ha": -0.4092, "charge": 1, "lumo_ev": -8.063, "homo_lumo_gap_ev": 3.071, "de_lowest_kcal_mol": 86.98, "max_force_ev_per_a": 6.93, "energy_ev": -105213.9390, "symbols": ["Hg", "C", "C", "O", "H", "H", "H", "H", "H", "C", "C", "O", "S", "O", "O", "O", "H", "H", "H", "H", "C", "C", "O", "S", "O", "O", "O", "H", "H", "H", "H", "C", "C", "O", "S", "O", "O", "O", "H", "H", "H", "H", "O", "C", "O", "C", "C", "C", "H", "H", "H", "H", "H", "H", "O", "C", "O", "C", "C", "C", "H", "H", "H", "H", "H", "H", "O", "C", "O", "C", "C", "C", "H", "H", "H", "H", "H", "H", "O", "C", "O", "C", "C", "C", "H", "H", "H", "H", "H", "H"], "positions_angstrom": [[1.82, -3.40, -3.03], [-0.13, -0.47, 0.28], [0.98, -1.47, -0.12], [0.73, -2.30, -1.25], [-0.28, 0.29, -0.49], [-0.13, 0.03, 1.25], [-1.06, -1.03, 0.39], [1.33, -1.94, 0.80], [1.87, -0.85, -0.25], [6.03, -0.98, -2.02], [4.89, -0.42, -1.18], [5.02, 0.90, -1.38], [6.61, 1.40, -1.33], [7.03, 1.25, 0.04], [6.76, 2.66, -2.08], [7.03, 0.08, -2.16], [5.89, -1.36, -3.03], [6.39, -1.88, -1.52], [5.18, -0.67, -0.16], [3.97, -0.98, -1.33], [0.97, 3.51, 2.58], [1.61, 2.21, 3.12], [2.87, 2.12, 2.46], [2.78, 2.86, 0.94], [2.04, 2.09, -0.02], [4.03, 3.36, 0.47], [1.77, 4.06, 1.62], [0.69, 4.33, 3.24], [0.03, 3.20, 2.12], [1.00, 1.32, 2.96], [1.80, 2.21, 4.19], [-2.28, -3.93, 1.74], [-2.18, -4.79, 3.08], [-2.19, -6.13, 2.66], [-1.80, -6.36, 1.05], [-2.35, -7.58, 0.51], [-0.39, -6.12, 0.84], [-2.61, -4.89, 0.75], [-1.37, -3.45, 1.40], [-3.14, -3.28, 1.92], [-3.06, -4.67, 3.71], [-1.26, -4.65, 3.64], [2.48, -1.23, -3.80], [2.42, 0.01, -3.90], [3.47, 0.62, -4.49], [3.26, 2.04, -4.52], [2.13, 2.21, -3.63], [1.29, 0.96, -3.58], [2.94, 2.37, -5.51], [4.18, 2.56, -4.22], [1.62, 3.12, -3.94], [2.50, 2.39, -2.62], [0.41, 0.95, -4.23], [0.90, 0.74, -2.59], [-4.58, 3.41, -1.63], [-3.38, 3.65, -1.39], [-2.86, 4.69, -2.04], [-1.49, 4.89, -1.70], [-1.09, 3.43, -1.35], [-2.29, 2.85, -0.61], [-1.35, 5.65, -0.93], [-0.81, 5.16, -2.50], [-0.19, 3.48, -0.74], [-0.90, 2.77, -2.19], [-2.44, 3.21, 0.41], [-2.30, 1.76, -0.56], [-4.94, 0.69, -0.56], [-4.52, -0.40, -1.06], [-3.26, -0.68, -1.12], [-3.02, -2.00, -1.61], [-4.41, -2.61, -1.67], [-5.34, -1.49, -1.75], [-2.32, -2.47, -0.92], [-2.50, -1.98, -2.57], [-4.51, -3.26, -0.81], [-4.45, -3.29, -2.53], [-6.28, -1.68, -1.25], [-5.53, -1.04, -2.73], [-1.26, 2.11, 4.33], [-1.44, 0.91, 4.37], [-1.76, 0.29, 3.26], [-1.90, -1.14, 3.50], [-2.08, -1.19, 4.99], [-1.10, -0.09, 5.43], [-1.05, -1.76, 3.22], [-2.78, -1.48, 2.94], [-1.84, -2.18, 5.39], [-3.13, -1.06, 5.27], [-0.06, -0.38, 5.28], [-1.34, 0.29, 6.42]]}

---

(3)
{"formula": "C24H41MnN7O3", "method": "wB97M-V/def2-TZVPD", "multiplicity": 2, "e_homo_ha": [-0.2618, -0.2511], "lumo_ev": [0.686, 0.686], "homo_lumo_gap_ev": [7.811, 7.518], "de_lowest_kcal_mol": 0.00, "max_force_ev_per_a": 0.56, "energy_ev": -73447.5017, "symbols": ["Mn", "C", "N", "C", "C", "N", "C", "C", "C", "C", "C", "C", "N", "C", "N", "C", "C", "N", "C", "C", "N", "C", "C", "H", "H", "H", "H", "H", "H", "H", "H", "H", "H", "H", "H", "H", "H", "H", "H", "H", "H", "H", "H", "H", "H", "H", "H", "H", "H", "H", "H", "C", "C", "C", "C", "O", "H", "H", "H", "H", "H", "H", "H", "H", "H", "O", "C", "C", "C", "C", "O", "N", "H", "H", "H", "H"], "positions_angstrom": [[-0.08, 0.05, 0.08], [-0.22, 2.75, 1.86], [1.04, 2.18, 2.29], [2.22, 2.95, 1.94], [1.13, 0.86, 2.60], [0.22, 0.04, 2.12], [0.10, -1.26, 2.68], [0.15, -1.51, 4.05], [0.19, -2.82, 4.52], [0.20, -3.87, 3.63], [0.06, -3.63, 2.27], [-0.09, -2.33, 1.78], [-0.32, -2.00, 0.43], [-1.01, -2.78, -0.37], [-0.80, -2.68, -1.73], [-1.95, -2.47, -2.61], [0.42, -2.05, -2.21], [-1.94, -3.72, -0.01], [-2.76, -3.63, 1.18], [-2.13, -4.94, -0.77], [2.20, 0.50, 3.36], [2.89, -0.77, 3.21], [2.65, 1.32, 4.47], [-0.29, 3.77, 2.25], [-1.03, 2.15, 2.25], [-0.31, 2.78, 0.77], [2.13, 3.30, 0.91], [3.12, 2.33, 2.02], [2.34, 3.82, 2.59], [0.20, -0.68, 4.74], [0.25, -3.00, 5.59], [0.30, -4.89, 3.98], [0.05, -4.46, 1.57], [-2.82, -3.00, -2.25], [-1.71, -2.83, -3.60], [-2.18, -1.40, -2.66], [1.24, -2.27, -1.53], [0.31, -0.96, -2.29], [0.64, -2.44, -3.20], [-2.65, -2.67, 1.66], [-2.50, -4.41, 1.90], [-3.81, -3.76, 0.89], [-1.43, -4.99, -1.59], [-3.15, -5.00, -1.17], [-1.98, -5.80, -0.12], [2.54, -1.31, 2.34], [2.75, -1.40, 4.10], [3.96, -0.58, 3.09], [2.08, 2.24, 4.51], [3.71, 1.55, 4.38], [2.50, 0.77, 5.41], [-3.63, -0.42, 0.40], [-3.06, 0.83, -0.25], [-3.77, 1.11, -1.57], [-3.30, 2.01, 0.69], [-1.70, 0.68, -0.52], [-4.69, -0.30, 0.66], [-3.07, -0.61, 1.32], [-3.53, -1.29, -0.26], [-4.86, 1.21, -1.43], [-3.59, 0.30, -2.29], [-3.39, 2.04, -2.01], [-4.37, 2.22, 0.79], [-2.80, 2.91, 0.31], [-2.91, 1.79, 1.69], [3.69, -1.81, 0.28], [3.37, -0.76, -0.25], [4.28, 0.06, -1.17], [3.45, 1.28, -1.53], [2.12, 0.95, -0.90], [1.06, 1.58, -1.04], [2.14, -0.15, -0.13], [4.52, -0.56, -2.04], [5.22, 0.27, -0.66], [3.32, 1.45, -2.60], [3.83, 2.21, -1.10]]}

---

(4)
{"formula": "C24H41N8O8PScSe2", "method": "wB97M-V/def2-TZVPD", "multiplicity": 1, "e_homo_ha": [-0.3161, -0.3162], "charge": 1, "lumo_ev": [-2.586, -2.586], "homo_lumo_gap_ev": [6.017, 6.018], "de_lowest_kcal_mol": 41.73, "max_force_ev_per_a": 0.57, "energy_ev": -214527.6154, "symbols": ["Sc", "C", "C", "N", "C", "C", "N", "C", "C", "N", "H", "H", "H", "H", "H", "H", "H", "H", "H", "H", "H", "H", "H", "H", "H", "O", "C", "C", "C", "O", "C", "Se", "C", "Se", "H", "H", "H", "H", "H", "H", "H", "H", "H", "H", "C", "N", "C", "N", "C", "N", "C", "P", "C", "C", "H", "H", "H", "H", "H", "H", "H", "H", "H", "H", "H", "H", "H", "O", "C", "O", "C", "C", "C", "C", "C", "C", "N", "O", "O", "N", "O", "O", "H", "H", "H"], "positions_angstrom": [[0.71, -0.73, -0.09], [1.64, 1.63, 2.01], [1.04, 0.47, 2.80], [1.31, -0.84, 2.18], [2.69, -1.35, 2.22], [3.62, -0.69, 1.20], [3.03, -0.59, -0.15], [3.40, 0.65, -0.85], [2.62, 1.86, -0.27], [1.46, 1.45, 0.55], [1.17, 2.56, 2.35], [2.70, 1.73, 2.22], [1.41, 0.51, 3.83], [-0.05, 0.58, 2.84], [0.73, -1.53, 2.65], [3.13, -1.24, 3.22], [2.63, -2.41, 1.98], [3.89, 0.32, 1.52], [4.55, -1.26, 1.17], [3.32, -1.40, -0.70], [4.48, 0.85, -0.80], [3.15, 0.52, -1.90], [3.28, 2.51, 0.31], [2.25, 2.46, -1.10], [0.63, 1.94, 0.23], [-5.68, -2.17, -1.44], [-4.90, -3.30, -1.04], [-4.06, -2.89, 0.17], [-4.97, -2.37, 1.30], [-5.49, -1.08, 1.03], [-3.04, -1.86, -0.29], [-1.79, -1.50, 1.17], [-3.36, -4.16, 0.67], [-1.59, -3.82, 1.45], [-6.17, -2.40, -2.24], [-4.24, -3.60, -1.86], [-5.54, -4.14, -0.78], [-4.41, -2.29, 2.23], [-5.78, -3.09, 1.45], [-5.94, -1.15, 0.17], [-3.49, -0.93, -0.60], [-2.45, -2.28, -1.10], [-3.17, -4.85, -0.16], [-3.97, -4.67, 1.41], [-5.21, 3.89, 0.64], [-4.09, 4.69, 1.34], [-3.33, 5.45, 0.25], [-2.84, 4.57, -0.75], [-3.94, 3.81, -1.36], [-4.68, 3.05, -0.35], [-3.87, 1.95, 0.19], [-2.33, 2.51, 1.06], [-3.19, 3.79, 2.13], [-1.77, 3.69, -0.27], [-5.88, 4.64, 0.21], [-5.73, 3.33, 1.42], [-4.52, 5.37, 1.97], [-2.52, 5.99, 0.74], [-4.04, 6.16, -0.17], [-3.52, 3.12, -2.08], [-4.62, 4.51, -1.85], [-3.54, 1.35, -0.65], [-4.47, 1.34, 0.88], [-2.46, 4.42, 2.64], [-3.80, 3.29, 2.88], [-1.43, 3.06, -1.09], [-0.94, 4.30, 0.08], [2.55, -3.68, -1.64], [1.50, -3.18, -1.30], [1.25, -2.73, -0.08], [0.37, -2.78, -2.24], [-0.57, -3.57, -2.80], [-1.67, -2.89, -3.45], [-1.93, -1.56, -3.42], [-1.04, -0.78, -2.60], [0.20, -1.37, -2.18], [-1.37, 0.34, -2.01], [-0.52, 0.72, -1.00], [-2.36, 1.12, -2.27], [-2.65, -3.75, -4.16], [-3.73, -3.25, -4.46], [-2.31, -4.87, -4.44], [-0.56, -4.65, -2.75], [-2.79, -1.14, -3.90], [1.07, -0.70, -2.33]]}

---

(5)
{"formula": "C24H41N8O8PScSe2", "method": "wB97M-V/def2-TZVPD", "multiplicity": 1, "e_homo_ha": -0.3691, "charge": 1, "lumo_ev": -2.724, "homo_lumo_gap_ev": 7.319, "de_lowest_kcal_mol": 0.11, "max_force_ev_per_a": 0.63, "energy_ev": -214529.4201, "symbols": ["Sc", "C", "C", "N", "C", "C", "N", "C", "C", "N", "H", "H", "H", "H", "H", "H", "H", "H", "H", "H", "H", "H", "H", "H", "H", "O", "C", "C", "C", "O", "C", "Se", "C", "Se", "H", "H", "H", "H", "H", "H", "H", "H", "H", "H", "C", "N", "C", "N", "C", "N", "C", "P", "C", "C", "H", "H", "H", "H", "H", "H", "H", "H", "H", "H", "H", "H", "H", "O", "C", "O", "C", "C", "C", "C", "C", "C", "N", "O", "O", "N", "O", "O", "H", "H", "H"], "positions_angstrom": [[0.40, 1.51, 0.60], [0.15, 4.77, 0.67], [-0.73, 4.20, 1.80], [-0.13, 2.98, 2.38], [1.01, 3.26, 3.26], [2.11, 2.20, 3.16], [2.41, 1.84, 1.76], [3.27, 2.76, 1.01], [2.52, 4.03, 0.58], [1.13, 3.77, 0.16], [0.69, 5.66, 1.02], [-0.49, 5.09, -0.15], [-1.70, 3.91, 1.39], [-0.90, 4.96, 2.57], [-0.85, 2.51, 2.93], [0.69, 3.32, 4.31], [1.40, 4.25, 3.01], [1.75, 1.30, 3.65], [3.00, 2.56, 3.68], [2.86, 0.93, 1.78], [3.61, 2.23, 0.12], [4.16, 3.05, 1.58], [3.09, 4.51, -0.22], [2.51, 4.73, 1.41], [1.10, 3.76, -0.85], [-1.43, -0.24, -4.78], [-1.91, 0.65, -3.77], [-0.73, 1.45, -3.20], [-0.16, 2.30, -4.34], [0.74, 3.28, -3.83], [-1.28, 2.40, -2.14], [-1.95, 1.57, -0.48], [0.28, 0.42, -2.68], [1.81, 1.05, -1.59], [-2.18, -0.71, -5.15], [-2.39, 0.09, -2.95], [-2.65, 1.35, -4.18], [-0.98, 2.79, -4.87], [0.35, 1.64, -5.06], [1.32, 3.57, -4.54], [-2.11, 2.97, -2.56], [-0.51, 3.13, -1.89], [0.70, -0.11, -3.53], [-0.26, -0.31, -2.07], [1.76, -4.81, -2.25], [2.78, -3.76, -1.77], [3.32, -4.22, -0.41], [2.26, -4.44, 0.52], [1.32, -5.42, -0.01], [0.74, -5.01, -1.29], [-0.13, -3.84, -1.14], [0.72, -2.32, -0.48], [2.16, -2.39, -1.67], [1.59, -3.19, 0.91], [2.33, -5.73, -2.41], [1.36, -4.45, -3.19], [3.55, -3.73, -2.43], [4.00, -3.45, -0.06], [3.86, -5.15, -0.60], [0.52, -5.57, 0.71], [1.85, -6.37, -0.15], [-0.95, -4.09, -0.47], [-0.59, -3.60, -2.10], [2.93, -1.69, -1.36], [1.83, -2.10, -2.66], [0.86, -3.41, 1.69], [2.33, -2.51, 1.36], [-0.54, 0.35, 4.11], [-0.75, -0.03, 2.98], [0.09, 0.07, 1.99], [-2.09, -0.64, 2.62], [-3.12, -0.61, 3.56], [-4.36, -1.11, 3.21], [-4.62, -1.64, 1.97], [-3.58, -1.67, 1.07], [-2.32, -1.19, 1.37], [-3.81, -2.22, -0.28], [-2.84, -2.38, -1.00], [-4.95, -2.48, -0.59], [-5.45, -1.07, 4.21], [-5.21, -0.53, 5.27], [-6.51, -1.56, 3.89], [-2.95, -0.19, 4.54], [-5.61, -2.01, 1.71], [-1.54, -1.20, 0.62]]}

---

(6)
{"formula": "C24H41N9OZr", "method": "wB97M-V/def2-TZVPD", "multiplicity": 1, "e_homo_ha": -0.7326, "charge": 4, "lumo_ev": -11.786, "homo_lumo_gap_ev": 8.149, "max_force_ev_per_a": 0.56, "energy_ev": -42259.7505, "symbols": ["Zr", "N", "C", "C", "N", "C", "C", "N", "C", "C", "N", "H", "H", "H", "H", "H", "H", "H", "H", "H", "H", "H", "H", "H", "H", "H", "H", "H", "H", "O", "C", "N", "C", "C", "C", "C", "C", "C", "N", "C", "C", "C", "C", "C", "N", "H", "H", "H", "H", "H", "H", "H", "H", "H", "H", "C", "C", "N", "C", "C", "N", "C", "C", "H", "H", "H", "H", "H", "H", "H", "H", "H", "H", "H", "H", "H"], "positions_angstrom": [[0.80, 0.51, -0.11], [2.64, 1.94, -0.43], [2.50, 3.18, 0.42], [1.03, 3.57, 0.52], [0.21, 2.48, 1.14], [-1.24, 2.83, 0.99], [-1.78, 2.31, -0.33], [-1.50, 0.85, -0.39], [0.55, 2.30, 2.60], [0.93, 0.84, 2.89], [0.08, -0.07, 2.07], [3.56, 1.54, -0.24], [2.73, 2.24, -1.40], [3.06, 4.01, 0.00], [2.92, 2.97, 1.40], [0.64, 3.76, -0.48], [0.94, 4.50, 1.09], [-1.38, 3.91, 1.08], [-1.80, 2.36, 1.80], [-1.30, 2.79, -1.19], [-2.84, 2.53, -0.39], [-1.77, 0.53, -1.32], [-2.12, 0.33, 0.24], [-0.30, 2.60, 3.21], [1.37, 2.95, 2.89], [0.82, 0.65, 3.96], [1.98, 0.66, 2.64], [-0.89, 0.05, 2.37], [0.32, -1.03, 2.30], [0.16, -3.57, -0.25], [0.65, -2.48, -0.14], [0.20, -1.33, -0.75], [-0.54, -1.49, -1.99], [-0.09, -0.41, -2.95], [-0.27, -0.54, -4.31], [0.17, 0.46, -5.16], [0.78, 1.59, -4.61], [0.90, 1.67, -3.25], [0.49, 0.69, -2.40], [1.92, -2.25, 0.65], [2.61, -3.33, 1.15], [3.87, -3.13, 1.70], [4.39, -1.84, 1.72], [3.62, -0.81, 1.22], [2.40, -0.98, 0.69], [-1.63, -1.47, -1.85], [-0.32, -2.47, -2.42], [-0.74, -1.43, -4.71], [0.06, 0.37, -6.23], [1.14, 2.40, -5.23], [1.32, 2.56, -2.80], [2.17, -4.31, 1.07], [4.45, -3.96, 2.09], [5.38, -1.64, 2.12], [4.01, 0.21, 1.27], [-5.44, -2.24, 2.34], [-4.37, -1.22, 1.86], [-3.60, -1.74, 0.71], [-4.55, -2.06, -0.38], [-5.56, -3.16, 0.06], [-5.28, -3.47, 1.50], [-3.90, -4.03, 1.65], [-2.90, -2.97, 1.11], [-6.46, -1.87, 2.20], [-5.31, -2.52, 3.38], [-3.68, -1.01, 2.68], [-4.85, -0.29, 1.58], [-3.98, -2.41, -1.24], [-5.07, -1.15, -0.66], [-5.44, -4.08, -0.51], [-6.59, -2.83, -0.03], [-5.95, -4.18, 1.81], [-3.84, -4.96, 1.10], [-3.74, -4.25, 2.71], [-2.35, -3.36, 0.26], [-2.17, -2.72, 1.88]]}